H3NO2S in the gas phase in a non-equilibrium geometry. Source: the OMol25 dataset; level of theory: ωB97M-V/def2-TZVPD.

Geometry (Å):
1 N 0.25329 -1.25887 -0.60230
2 O -0.06389 -0.69852 0.61239
3 O 0.36109 1.89698 0.10534
4 S -0.60889 0.90051 0.43800
5 H 1.20752 -0.82963 -0.93756
6 H -0.44800 -0.91319 -1.37055
7 H -0.70112 0.90271 1.75467

Orbital gap (alpha / beta) (eV): 6.65 / 6.92
E_HOMO (alpha / beta) (hartree): -0.213 / -0.371
⟨S²⟩: 2.01
Multiplicity: 3
ΔE to the lowest compared entry with this formula, charge and spin (kJ/mol): 426.9

A molecular structure, C30H43N4O5S2Ti in a non-equilibrium geometry. Source: the OMol25 dataset; level of theory: ωB97M-V/def2-TZVPD.

Geometry (Å):
1 Ti 0.85248 2.24619 -0.61172
2 C -0.84535 6.18976 1.87318
3 N 0.19473 5.75974 0.97081
4 C 0.24109 6.59763 -0.20227
5 C 0.29989 4.30223 0.69515
6 O 1.37267 4.09839 -0.17462
7 C 0.72973 3.61969 2.02080
8 O 0.86314 2.18469 1.76091
9 C 2.06423 1.58507 2.18740
10 C 3.09754 1.61538 1.06227
11 O 2.72201 1.78816 -0.06252
12 N 4.40663 1.40626 1.32210
13 C 4.72987 0.49084 2.41474
14 C 5.26778 1.25017 0.15776
15 H -0.64775 7.21994 2.19088
16 H -1.85127 6.18231 1.41939
17 H -0.88783 5.58015 2.77469
18 H 0.68516 7.56867 0.04579
19 H 0.85138 6.11317 -0.96098
20 H -0.75995 6.79572 -0.62296
21 H 1.69662 4.04755 2.29226
22 H 0.01101 3.75207 2.83133
23 H 2.43653 2.06403 3.09651
24 H 1.82518 0.54027 2.39760
25 H 4.06250 0.63724 3.25844
26 H 4.64993 -0.54752 2.08649
27 H 5.74702 0.67627 2.75927
28 H 4.94014 1.90943 -0.63862
29 H 6.28861 1.50273 0.44346
30 H 5.23909 0.22376 -0.21576
31 S -1.34214 0.31978 -0.46641
32 C -1.08688 -1.34936 -0.35575
33 N -2.19246 -2.19901 -0.27951
34 C -2.02908 -3.59506 0.03108
35 C -0.85886 -4.13158 -0.74792
36 N 0.30482 -3.34773 -0.42936
37 C 1.56332 -4.04619 -0.52880
38 C 1.82170 -4.90860 0.68501
39 C 1.97063 -6.28360 0.59789
40 C 2.19592 -7.04856 1.73995
41 C 2.27049 -6.43545 2.97855
42 C 2.11908 -5.05393 3.07466
43 C 1.89411 -4.29777 1.93799
44 C 0.22725 -1.95995 -0.35977
45 S 1.64551 -1.02988 -0.26610
46 C -3.55369 -1.71635 -0.24517
47 C -4.31161 -2.11331 -1.48825
48 C -3.89193 -1.61064 -2.72193
49 C -4.54788 -1.97802 -3.88299
50 C -5.62941 -2.85471 -3.83242
51 C -6.04964 -3.35814 -2.61442
52 C -5.38796 -2.98595 -1.44620
53 H -2.94126 -4.12880 -0.24572
54 H -1.85612 -3.74639 1.10824
55 H -1.08422 -4.08937 -1.82461
56 H -0.66873 -5.17329 -0.47825
57 H 2.34660 -3.29282 -0.61781
58 H 1.57987 -4.66463 -1.43649
59 H 1.91153 -6.76385 -0.37258
60 H 2.30752 -8.12248 1.65745
61 H 2.44244 -7.02576 3.86986
62 H 2.17628 -4.56843 4.04099
63 H 1.76945 -3.22246 1.99627
64 H -3.51315 -0.63001 -0.16987
65 H -4.06324 -2.10069 0.64838
66 H -3.04655 -0.93230 -2.74934
67 H -4.21679 -1.57867 -4.83336
68 H -6.13793 -3.14166 -4.74457
69 H -6.88808 -4.04211 -2.56589
70 H -5.71395 -3.37642 -0.48794
71 C 2.11860 1.41630 -3.17441
72 O 1.02867 1.87880 -2.44880
73 H 1.83943 1.30772 -4.23316
74 H 2.46503 0.43507 -2.81376
75 H 2.97090 2.11580 -3.12847
76 C -2.00967 4.34148 -1.83680
77 O -0.95817 3.58097 -1.31044
78 C -0.82434 3.40997 0.12352
79 C -2.13451 3.29725 0.85698
80 H -2.97463 3.82680 -1.73769
81 H -1.80109 4.49165 -2.89745
82 H -2.08910 5.32347 -1.35167
83 H -2.74809 4.21237 0.82755
84 H -1.95524 3.06584 1.91089
85 H -2.74553 2.48067 0.46698

Orbital gap (alpha / beta) (eV): 5.15 / 5.79
E_HOMO (alpha / beta) (hartree): -0.099 / -0.123
⟨S²⟩: 2.01
Total charge: -1
Multiplicity: 3
ΔE to the lowest compared entry with this formula, charge and spin (kJ/mol): 115.4

A molecular structure, C21H12Co2N3O6 in a non-equilibrium geometry. Source: the OMol25 dataset; level of theory: ωB97M-V/def2-TZVPD.

Geometry (Å):
1 O 2.50183 -1.45626 -3.31260
2 C 2.39831 -1.00841 -2.24905
3 Co 2.53884 -0.15109 -0.74840
4 C 4.08762 -0.78990 -0.20169
5 O 5.20240 -1.10750 -0.16552
6 C 3.07689 1.41733 -1.35531
7 O 3.48239 2.41559 -1.78842
8 C 1.35231 0.34166 0.66788
9 C 1.86544 1.41307 1.52922
10 C 3.16327 1.28497 2.06412
11 C 3.75691 2.33634 2.76552
12 C 2.99600 3.47704 3.03562
13 C 1.69525 3.61649 2.51934
14 C 1.09621 2.57750 1.78596
15 C 0.03791 -0.11773 0.47667
16 C -1.25857 0.47531 0.47488
17 Co 1.12935 -1.41421 0.92769
18 C 0.22286 -2.28294 2.15579
19 O -0.47553 -2.82306 2.90273
20 C 2.80904 -1.85095 1.47785
21 O 3.61066 -2.50271 2.03615
22 C 1.05453 -2.41743 -0.51278
23 O 0.77132 -3.26873 -1.25919
24 H 3.72284 0.37250 1.79443
25 H 4.80449 2.21048 3.06106
26 H 3.46506 4.26570 3.62401
27 H 1.13482 4.54338 2.67700
28 H 0.06163 2.65867 1.42053
29 H -1.91843 -0.03600 1.30568
30 H -1.24645 1.58770 0.30767
31 C -3.79080 -2.72719 -2.66852
32 C -2.75083 -2.03917 -1.97143
33 C -3.12385 -0.76592 -1.47402
34 C -4.38042 -0.20875 -1.77406
35 C -5.40204 -0.85375 -2.42511
36 C -5.07272 -2.13677 -2.86095
37 N -4.38415 1.01838 -1.13875
38 N -3.29381 1.14989 -0.36688
39 N -2.47614 0.13274 -0.67802
40 H -3.57904 -3.74588 -3.09404
41 H -1.69232 -2.41416 -1.87236
42 H -6.34015 -0.29069 -2.48235
43 H -5.82380 -2.70587 -3.38333
44 H -5.02913 1.82033 -1.22702

Orbital gap (eV): 3.61
E_HOMO (hartree): -0.077
Total charge: -1

A molecular structure, C19H22FeNO in a non-equilibrium geometry. Source: the OMol25 dataset; level of theory: ωB97M-V/def2-TZVPD.

Geometry (Å):
1 C -0.68505 -2.23918 -1.60357
2 O -0.49551 -2.02461 -0.18444
3 C -0.71858 -0.77433 0.29862
4 C -1.04654 -0.66964 1.66793
5 C -1.62583 0.48886 2.14691
6 C -1.83390 1.56449 1.26403
7 N -2.50158 2.71825 1.76744
8 C -1.29226 1.53714 -0.03259
9 C -0.74505 0.36050 -0.52367
10 H -0.71966 -3.32705 -1.71544
11 H -1.63367 -1.79167 -1.96274
12 H 0.16861 -1.83193 -2.17808
13 H -0.94071 -1.51601 2.32119
14 H -1.98463 0.63573 3.16684
15 H -2.03196 2.99364 2.64504
16 H -3.48472 2.53407 1.98824
17 H -1.34343 2.42024 -0.65371
18 H -0.43150 0.28033 -1.55340
19 C -2.76109 4.64611 -0.09113
20 C -3.78037 4.05456 0.90641
21 C -4.25035 4.88223 2.04352
22 C -5.47442 5.71521 2.23696
23 C -5.56108 6.02833 3.63327
24 C -4.40861 5.45250 4.31386
25 C -3.62614 4.78689 3.31226
26 Fe -5.43294 4.04436 3.30439
27 C -5.42949 2.11067 2.83512
28 C -6.54329 2.82273 2.23998
29 C -7.28563 3.46344 3.31198
30 C -6.61928 3.15357 4.56652
31 C -5.46536 2.32560 4.26942
32 H -2.90265 4.36186 -1.15035
33 H -2.72067 5.73439 0.02740
34 H -1.71414 4.29463 0.12847
35 H -4.54649 3.36350 0.49572
36 H -6.13245 6.08012 1.44747
37 H -6.30596 6.67839 4.10141
38 H -4.20074 5.53879 5.39233
39 H -2.65507 4.38050 3.51384
40 H -4.77438 1.41693 2.32298
41 H -6.81340 2.79748 1.19354
42 H -8.20450 4.01524 3.18501
43 H -6.95293 3.43691 5.55073
44 H -4.79885 1.85464 4.97680

Orbital gap (alpha / beta) (eV): 3.40 / 5.35
E_HOMO (alpha / beta) (hartree): -0.030 / -0.102
⟨S²⟩: 6.09
Total charge: -1
Multiplicity: 5
ΔE to the lowest compared entry with this formula, charge and spin (kJ/mol): 90.8

A molecular structure, C3H9NS2 in a non-equilibrium geometry. Source: the OMol25 dataset; level of theory: ωB97M-V/def2-TZVPD.

Geometry (Å):
1 S 3.31749 -0.35848 -0.15067
2 S -2.21221 -0.85733 -0.24300
3 C -1.02701 -0.79717 1.04147
4 C 0.30154 -0.66097 0.30454
5 N 0.40403 0.75895 0.01195
6 C 0.00799 0.99777 -1.43732
7 H -1.50176 0.75144 2.16976
8 H -1.03916 -1.71731 1.62199
9 H -1.24175 0.08088 1.74651
10 H 1.42154 -0.81085 0.75330
11 H 0.20535 -1.29714 -0.53349
12 H 1.41727 0.92989 -0.04607
13 H -0.98359 0.60745 -1.72261
14 H 0.13112 2.04976 -1.60024
15 H 0.79916 0.32312 -1.91612

Orbital gap (eV): 4.84
E_HOMO (hartree): -0.312
ΔE to the lowest compared entry with this formula, charge and spin (kJ/mol): 974.6

3 unconnected molecules or ions with the total composition C45H63ClF10N5O2P in a non-equilibrium geometry. Source: the OMol25 dataset; level of theory: ωB97M-V/def2-TZVPD.

Geometry (Å):
1 C 1.34664 -7.07181 7.24387
2 C 0.56701 -5.88192 7.16976
3 C -0.25795 -4.42804 7.11756
4 C 0.03530 -3.71306 5.64843
5 C -0.89694 -3.97049 4.29365
6 Cl -2.35333 -5.14358 4.55964
7 C -0.55781 -3.28073 2.81053
8 C -1.54924 -3.65997 1.56205
9 C -2.01870 -2.39092 0.63398
10 C -2.66045 -1.12734 1.45017
11 F -3.69492 -1.70287 2.38903
12 F -1.71479 -0.37503 2.30531
13 C -3.48000 -0.04052 0.51512
14 F -3.89785 1.05051 1.47662
15 F -4.79349 -0.58315 0.00087
16 C -2.57868 0.70485 -0.62453
17 F -1.29981 1.27472 -0.09164
18 F -3.37196 1.89910 -1.09412
19 C -2.19560 -0.17238 -1.94234
20 F -2.42372 0.73382 -3.13068
21 F -0.73224 -0.53714 -2.03545
22 F -3.01978 -1.37298 -2.19178
23 C 0.76161 -2.30734 2.75295
24 C 1.19756 -1.55620 1.35816
25 C 1.73343 -2.21224 0.13348
26 C 1.69605 -1.99710 4.08254
27 C 1.32568 -2.70541 5.55092
28 C 2.32484 -2.31976 6.83494
29 O 2.73193 -3.22193 7.73556
30 C 2.77586 -0.71004 6.88471
31 C 2.81559 0.11741 8.29959
32 C 2.44748 -0.66586 9.69213
33 C 0.85722 -1.14418 9.76154
34 F 0.70669 -2.45025 10.44537
35 C 3.23263 1.73416 8.20467
36 C 3.22974 2.59032 9.63807
37 C 1.63662 2.60494 10.14413
38 C 0.88184 4.04233 9.83289
39 C 0.48829 4.25758 8.25023
40 C -1.06714 3.89403 7.87855
41 N -1.39329 2.41630 7.88104
42 C 3.58788 2.44127 6.74342
43 P 4.02783 4.33644 6.66716
44 N 5.33634 4.52773 7.60077
45 C 3.55688 1.61866 5.29406
46 C 3.87692 2.37683 3.87251
47 N 2.70162 3.26962 3.42094
48 C 3.13773 0.00458 5.41651
49 C 3.01784 -0.97215 4.06417
50 O 3.87920 -0.93667 3.03754
51 H 1.83490 -8.14379 7.09725
52 H -1.39529 -4.60428 7.33800
53 H 0.19874 -3.80075 8.02412
54 H -2.53312 -4.23378 1.87337
55 H -0.94113 -4.42531 0.87684
56 H -2.88442 -2.80589 -0.07568
57 H -1.12447 -2.13261 -0.07488
58 H 1.05252 -0.37238 1.33105
59 H 1.23690 -3.18123 -0.30673
60 H 2.64945 -1.66393 -0.39710
61 H 3.11186 -1.64582 9.80987
62 H 2.72078 0.01123 10.62238
63 H 0.47908 -1.13472 8.64063
64 H 0.31313 -0.32153 10.42565
65 H 3.57081 3.70288 9.51100
66 H 3.82508 2.00492 10.48365
67 H 0.99419 1.75993 9.64284
68 H 1.56844 2.42449 11.31568
69 H -0.14213 4.00627 10.43784
70 H 1.53768 4.93137 10.25909
71 H 0.62529 5.41681 8.02479
72 H 1.18709 3.69306 7.49823
73 H -1.24267 4.27734 6.76747
74 H -1.86882 4.44861 8.53730
75 H -0.56574 1.82029 8.10451
76 H -2.22209 2.18369 8.47823
77 H 2.89754 5.15722 7.10783
78 H 4.34468 4.75648 5.30983
79 H 6.07558 4.88562 6.95660
80 H 4.85480 3.02829 4.03531
81 H 4.10288 1.66328 2.97167
82 H 2.79995 4.22999 3.83780
83 H 2.80893 3.35220 2.36868
84 C 0.11644 1.12777 -4.82352
85 C 0.37321 1.32355 -6.31505
86 N -0.80450 1.09249 -7.15724
87 C -0.48403 1.01400 -8.58724
88 C 0.06327 2.26944 -9.25793
89 C -1.99992 1.87137 -6.82977
90 C -1.88149 3.39189 -6.84669
91 H -0.28838 0.13099 -4.61838
92 H 1.05620 1.22766 -4.26971
93 H -0.57542 1.87536 -4.42493
94 H 1.15446 0.60925 -6.59811
95 H 0.79175 2.32289 -6.47204
96 H -1.37017 0.67716 -9.13980
97 H 0.25067 0.20972 -8.72518
98 H -0.72012 3.00922 -9.43061
99 H 0.47472 2.00988 -10.23947
100 H 0.86809 2.73353 -8.68321
101 H -2.34387 1.56945 -5.83293
102 H -2.82285 1.57539 -7.49404
103 H -0.96904 3.74898 -6.36218
104 H -2.72731 3.83175 -6.30810
105 H -1.91368 3.78747 -7.86314
106 C 0.18749 -1.19369 -11.90296
107 C -0.92348 -1.67638 -12.83121
108 N -1.64481 -2.85247 -12.33506
109 C -2.51284 -3.46559 -13.34717
110 C -3.69150 -2.64366 -13.85774
111 C -2.23208 -2.73820 -10.99902
112 C -3.23704 -1.61597 -10.76043
113 H 0.90184 -1.99585 -11.68896
114 H 0.73727 -0.37415 -12.37827
115 H -0.20582 -0.81340 -10.95580
116 H -0.44994 -1.93039 -13.78617
117 H -1.60254 -0.84136 -13.03149
118 H -2.88934 -4.42460 -12.96956
119 H -1.88880 -3.73343 -14.21003
120 H -4.50114 -2.60173 -13.12732
121 H -4.10220 -3.11347 -14.75813
122 H -3.40496 -1.62461 -14.12765
123 H -1.41674 -2.62251 -10.27446
124 H -2.69863 -3.69286 -10.72149
125 H -2.91528 -0.66370 -11.18992
126 H -3.36335 -1.45932 -9.68410
127 H -4.22108 -1.86401 -11.16147

Orbital gap (eV): 6.29
E_HOMO (hartree): -0.300
SMILES string: C#CCc1c(Cl)c(CCC(F)(F)C(F)(F)C(F)(F)C(F)(F)F)c(C=C)c2c1C(=O)c1c(CCF)c(CCCCCN)c([PH2]=N)c(CN)c1C2=O.CCN(CC)CC.CCN(CC)CC

2 unconnected molecules or ions with the total composition C23H24N4O2 in a non-equilibrium geometry. Source: the OMol25 dataset; level of theory: ωB97M-V/def2-TZVPD.

Geometry (Å):
1 N 0.85705 3.30929 1.01609
2 C -0.50315 3.15046 1.26726
3 O -1.38524 3.76003 0.67772
4 N -0.84372 2.22476 2.26547
5 C -0.00464 1.43941 3.05943
6 O -0.49416 0.67856 3.89959
7 C 1.37640 1.66881 2.73851
8 C 1.68880 2.57710 1.74478
9 H -1.83819 2.13852 2.42773
10 H 2.14018 1.13376 3.27808
11 H 2.75162 2.73229 1.51093
12 C 1.48122 9.28776 5.06662
13 N 0.87079 8.96954 3.80153
14 C -0.32687 9.65612 3.36287
15 C -0.61499 9.05729 1.96315
16 C 0.46671 8.05901 1.75567
17 C 1.29142 8.03474 2.91072
18 C 2.36523 7.13124 3.00818
19 C 2.63882 6.31055 1.92665
20 C 1.88933 6.38807 0.70345
21 C 2.15511 5.63007 -0.45660
22 C 3.32298 4.91778 -0.80988
23 C 3.25608 4.07362 -1.96540
24 C 4.32493 3.28698 -2.31163
25 C 5.49402 3.26419 -1.50839
26 N 6.37395 2.34947 -1.99406
27 C 7.58093 1.89462 -1.35363
28 C 5.90163 1.71542 -3.20852
29 C 4.51131 2.35406 -3.45336
30 C 5.63086 4.13751 -0.41357
31 C 4.58351 4.99645 -0.12064
32 C 0.75620 7.26523 0.67639
33 H 2.50834 8.90919 5.09750
34 H 1.49241 10.37818 5.20549
35 H 0.92150 8.85505 5.91072
36 H -1.16218 9.47429 4.05650
37 H -0.16647 10.74341 3.32043
38 H -1.60943 8.59538 1.94363
39 H -0.60227 9.84313 1.19964
40 H 2.95149 7.08108 3.92689
41 H 3.42858 5.56588 2.01567
42 H 1.36399 5.63694 -1.20981
43 H 2.34151 4.05159 -2.56047
44 H 7.72968 2.42885 -0.41039
45 H 7.52411 0.81401 -1.14709
46 H 8.45534 2.05639 -2.00027
47 H 6.58548 1.91306 -4.04830
48 H 5.83716 0.62418 -3.08740
49 H 3.73299 1.58410 -3.49108
50 H 4.50109 2.87962 -4.41634
51 H 6.55915 4.14978 0.15958
52 H 4.72508 5.76147 0.64131
53 H 0.12530 7.29709 -0.21334

Orbital gap (eV): 4.54
E_HOMO (hartree): -0.229
ΔE to the lowest compared entry with this formula, charge and spin (kJ/mol): 292.1

C4H7NO2 in the gas phase in a non-equilibrium geometry. Source: the OMol25 dataset; level of theory: ωB97M-V/def2-TZVPD.

Geometry (Å):
1 O -1.27862 2.74709 0.40059
2 C -0.94983 1.72280 0.95112
3 N -1.06786 0.48661 0.33575
4 C -0.94214 0.01029 -1.00618
5 C -0.22047 -0.65132 0.21372
6 C 1.26826 -0.65720 0.31237
7 O 1.73298 -1.75436 -0.37786
8 H -0.55547 1.63901 1.96310
9 H -0.40829 0.57412 -1.76897
10 H -1.80535 -0.60748 -1.39598
11 H -0.76474 -1.54438 0.48663
12 H 1.57010 -0.64597 1.35809
13 H 1.55878 0.28558 -0.14778
14 H 1.86268 -1.60480 -1.32461

Orbital gap (eV): 10.24
E_HOMO (hartree): -0.352
SMILES string: O=CN1C[C@H]1CO
ΔE to the lowest compared entry with this formula, charge and spin (kJ/mol): 251.0

Values of E, in order: -16461.24698 -92792.25905 -113973.80021 -57976.52539 -26407.57607 -108181.79196 -34295.05146 -9844.67870, all in eV.